[1]
C6H7N3S | the ωB97M-V functional and the def2-TZVPD basis

Values from the calculation:
- Energy: -795.14909 Eh
- Maximum force: 0.0218 Eh/bohr
- Energy relative to the best compared isomer or geometry (same formula, charge and spin): 64.3 kcal/mol
- HOMO energy: -7.18 eV
- HOMO-LUMO gap: 8.09 eV

Atoms and positions in Å:
C (0.125, 0.633, 0.284)
C (-0.898, -0.246, 0.349)
C (-0.741, -1.665, 0.632)
C (1.889, -0.992, 0.217)
C (2.440, 1.255, 0.037)
C (3.678, 0.739, -0.056)
N (1.477, 0.283, 0.193)
N (-2.217, 0.204, 0.273)
N (-0.965, -2.528, -0.309)
S (3.604, -0.984, 0.072)
H (-0.068, 1.694, 0.225)
H (2.159, 2.290, -0.016)
H (4.611, 1.246, -0.183)
H (-2.887, -0.393, 0.732)
H (-2.345, 1.179, 0.510)
H (-1.150, -2.301, -1.290)
H (-0.856, -3.514, -0.113)

---

[2]
C6H7N4 | the ωB97M-V functional and the def2-TZVPD basis

Values from the calculation:
- Energy: -451.37129 Eh
- Maximum force: 0.0937 Eh/bohr
- Net charge: +1
- Energy relative to the best compared isomer or geometry (same formula, charge and spin): 127.4 kcal/mol
- HOMO energy: -13.92 eV
- HOMO-LUMO gap: 8.51 eV
- SMILES: [H]/N=[N+](\N=N\[H])c1ccccc1

Atoms and positions in Å:
H (-3.302, 1.980, -0.758)
N (-2.324, 1.610, -0.846)
N (-2.058, 0.519, -0.328)
N (-2.701, -0.167, 0.503)
N (-3.527, -1.061, 0.527)
H (-3.642, -1.206, 1.496)
C (-0.366, 0.036, -0.078)
C (0.242, -1.016, -0.713)
C (1.637, -1.071, -0.540)
C (2.342, -0.026, 0.021)
C (1.654, 1.007, 0.599)
C (0.275, 1.092, 0.547)
H (-0.386, -1.837, -1.083)
H (2.394, -1.765, -1.115)
H (3.368, -0.078, -0.145)
H (2.141, 1.747, 1.190)
H (-0.240, 1.764, 1.200)

---

[3]
C6H7N4OS | the ωB97M-V functional and the def2-TZVPD basis

Values from the calculation:
- Energy: -924.98312 Eh
- Maximum force: 0.0797 Eh/bohr
- Net charge: +1
- Energy relative to the best compared isomer or geometry (same formula, charge and spin): 0.0 kcal/mol
- HOMO energy: -12.96 eV
- HOMO-LUMO gap: 8.89 eV
- SMILES: C/[NH+]=c1\[nH]cc2c(=O)ncsn12

Atoms and positions in Å:
C (2.202, -2.436, -0.215)
N (0.970, -1.688, 0.200)
C (0.621, -0.480, -0.160)
N (1.102, 0.342, -1.103)
C (0.265, 1.449, -1.190)
C (-0.796, 1.297, -0.412)
C (-1.758, 2.371, -0.055)
O (-1.989, 3.363, -0.714)
N (-2.675, 2.080, 0.955)
C (-2.652, 0.972, 1.613)
S (-1.493, -0.247, 1.767)
N (-0.649, 0.090, 0.322)
H (2.747, -2.742, 0.752)
H (1.838, -3.379, -0.519)
H (2.838, -1.992, -0.963)
H (0.506, -2.183, 0.880)
H (1.920, 0.248, -1.680)
H (0.393, 2.159, -1.875)
H (-3.389, 0.773, 2.398)

---

[4]
C6H7N5O2 | the ωB97M-V functional and the def2-TZVPD basis

Values from the calculation:
- Energy: -656.73118 Eh
- Maximum force: 0.1412 Eh/bohr
- Energy relative to the best compared isomer or geometry (same formula, charge and spin): 227.4 kcal/mol
- HOMO energy: -7.98 eV
- HOMO-LUMO gap: 8.01 eV

Atoms and positions in Å:
C (1.045, -1.969, -2.947)
C (1.284, -0.439, -2.659)
C (-0.666, 0.417, 0.380)
C (-2.342, 0.150, 1.861)
C (-0.305, 1.039, 2.815)
C (0.096, 0.939, 1.527)
H (0.391, -2.610, -2.252)
H (2.332, -2.626, -2.926)
H (0.360, -1.919, -4.270)
H (0.664, 0.169, -3.216)
H (2.408, -0.349, -2.798)
H (-3.501, -0.113, 1.830)
H (-2.348, 1.024, 3.842)
N (-0.244, 0.168, -0.909)
N (-1.968, 0.242, 0.564)
N (-1.656, 0.646, 3.024)
N (0.617, 1.693, 3.422)
N (1.255, 1.545, 1.396)
O (1.049, 0.141, -1.255)
O (1.528, 1.853, 2.570)

---

[5]
C6H7NO | the ωB97M-V functional and the def2-TZVPD basis

Values from the calculation:
- Energy: -362.57779 Eh
- Maximum force: 0.0842 Eh/bohr
- Energy relative to the best compared isomer or geometry (same formula, charge and spin): 147.9 kcal/mol
- HOMO energy: -6.75 eV
- HOMO-LUMO gap: 7.53 eV

Atoms and positions in Å:
C (-1.124, 1.136, -0.181)
C (1.560, 1.109, -0.077)
C (1.663, -1.103, 0.080)
C (-1.265, -1.133, 0.227)
C (0.202, -0.822, -0.199)
C (0.217, 0.672, 0.289)
H (-2.884, 0.151, -0.037)
H (-1.591, 2.076, -0.083)
H (1.914, 2.196, -0.068)
H (2.299, -1.907, -0.141)
H (-1.727, -2.084, 0.140)
H (0.128, -0.877, -1.364)
H (0.218, 0.553, 1.489)
N (-1.926, 0.018, -0.063)
O (2.314, 0.016, -0.011)

---

[6]
C6H7NO | the ωB97M-V functional and the def2-TZVPD basis

Values from the calculation:
- Energy: -362.63822 Eh
- Maximum force: 0.1114 Eh/bohr
- Energy relative to the best compared isomer or geometry (same formula, charge and spin): 110.0 kcal/mol
- HOMO energy: -8.57 eV
- HOMO-LUMO gap: 9.39 eV
- SMILES: N[C@@H]1Cc2cocc21

Atoms and positions in Å:
N (0.998, -0.863, -2.268)
C (1.149, -0.212, -1.043)
C (1.060, -1.280, 0.165)
C (-0.126, -0.449, 0.756)
C (-1.000, -0.040, 1.670)
O (-1.531, 1.107, 1.302)
C (-0.866, 1.466, 0.240)
C (-0.216, 0.421, -0.307)
H (0.827, 0.088, -2.611)
H (1.977, -1.159, -2.735)
H (1.917, 0.603, -0.940)
H (1.018, -2.379, -0.193)
H (1.968, -1.361, 0.790)
H (-1.310, -0.283, 2.581)
H (-1.144, 2.242, -0.323)

---

[7]
C6H7NO | the ωB97M-V functional and the def2-TZVPD basis

Values from the calculation:
- Energy: -362.44222 Eh
- Maximum force: 0.1109 Eh/bohr
- Energy relative to the best compared isomer or geometry (same formula, charge and spin): 233.0 kcal/mol
- HOMO energy: -9.53 eV
- HOMO-LUMO gap: 9.82 eV

Atoms and positions in Å:
C (-1.648, 1.127, 0.061)
C (-0.207, 0.559, -0.006)
C (0.927, -1.120, 0.369)
C (1.934, -0.225, -0.323)
C (1.222, 0.841, -0.547)
C (-0.333, -0.897, -0.518)
H (-2.382, -0.230, -0.603)
H (-1.955, 1.439, 1.517)
H (-1.156, 2.267, -0.718)
H (-0.773, -0.907, 1.455)
H (1.086, -2.169, 0.428)
H (3.023, -0.435, -0.372)
H (1.456, 1.718, -1.336)
N (0.225, -0.345, 1.269)
O (-1.420, -1.623, -0.676)

---

[8]
C6H7NO | the ωB97M-V functional and the def2-TZVPD basis

Values from the calculation:
- Energy: -362.52112 Eh
- Maximum force: 0.1487 Eh/bohr
- Energy relative to the best compared isomer or geometry (same formula, charge and spin): 183.5 kcal/mol
- HOMO energy: -7.77 eV
- HOMO-LUMO gap: 8.15 eV

Atoms and positions in Å:
C (1.365, -0.189, -0.085)
C (0.441, 1.833, -0.131)
C (-0.523, 0.927, 0.030)
C (-1.856, 0.386, 0.163)
C (-1.404, -1.024, -0.107)
C (-0.042, -0.371, 0.087)
H (2.175, -2.066, -0.430)
H (3.015, -0.715, 1.123)
H (0.912, 2.832, -0.252)
H (-2.151, 0.624, 1.147)
H (-2.506, 0.919, -0.556)
H (-1.906, -2.364, 0.320)
H (-1.707, -1.069, -1.262)
N (2.576, -0.782, -0.034)
O (1.612, 1.061, -0.013)